1.
ORCA calculation (ωB97M-V with the def2-TZVPD basis set) on a molecular structure, C39H34BF4N6O8STc.

Each line ends with the Löwdin charge.
Positions of all 94 atoms, in Å:
Tc 0.03896 -0.18828 1.74414  1.61
C -1.12589 8.30818 -0.13951  -0.05
O -1.47542 8.20015 -1.54975  -0.13
C -1.32514 6.98231 -2.14805  -0.29
C -0.08020 6.38196 -2.40002  -0.02
C -0.01310 5.15501 -3.02733  0.00
C -1.22014 4.45905 -3.37150  -0.26
C -2.44039 5.13062 -3.17779  -0.03
C -2.54298 6.34892 -2.56288  0.01
N -1.26854 3.10471 -3.64503  0.06
N -0.07760 2.46878 -3.77397  0.11
C -0.03131 1.29991 -3.11227  -0.17
C 1.26487 0.60447 -3.09838  0.06
C 1.71505 -0.13063 -2.04052  0.04
C 0.83403 -0.29402 -0.96073  -0.29
O 1.18041 -0.92601 0.12609  -0.07
C -0.51120 0.21233 -1.03411  -0.09
N -1.23591 0.08625 0.19148  -0.01
C -2.57351 0.41279 0.10557  -0.05
C -3.16927 0.83877 -1.05672  -0.03
C -2.44793 1.09628 -2.21460  0.04
C -1.03386 0.88200 -2.13992  -0.06
H -2.04353 8.09306 0.38790  0.08
H -0.79078 9.37355 0.00726  0.10
H -0.25705 7.62953 0.14733  0.11
H 0.84970 6.92132 -2.00069  0.15
H 0.96048 4.71350 -3.33020  0.12
H -3.32512 4.61612 -3.53697  0.11
H -3.48934 6.85618 -2.44221  0.12
H 1.78652 0.75803 -4.08230  0.14
H 2.73041 -0.56817 -2.01518  0.16
H -3.09344 0.27466 1.08160  0.14
H -4.26273 0.88459 -1.12197  0.12
H -2.86862 1.42629 -3.13994  0.11
C -1.18312 4.62089 4.26717  -0.08
C -1.33450 3.63601 5.27372  -0.10
C -1.29539 2.31990 4.92069  -0.05
C -0.99756 1.90898 3.63021  -0.27
C -0.81722 2.88179 2.62878  -0.02
C -0.79983 4.24136 2.95882  -0.06
N -1.02519 0.57724 3.30180  -0.13
N -1.72854 -0.23043 4.05270  0.10
C -1.67474 -1.52079 3.53255  -0.28
C -2.36434 -2.56001 4.12446  -0.04
C -2.65431 -3.68809 3.36043  -0.08
C -2.11209 -3.84547 2.06999  -0.06
C -1.29365 -2.85466 1.53399  -0.11
C -1.03632 -1.70005 2.22461  -0.27
H -1.41794 5.65067 4.46888  0.08
H -1.45577 3.93500 6.31417  0.10
H -1.71713 1.51703 5.57884  0.12
H -0.61049 2.50252 1.61850  0.08
H -0.60218 4.95129 2.21346  0.08
H -2.77172 -2.34728 5.06754  0.09
H -3.18435 -4.52091 3.76091  0.08
H -2.41123 -4.65179 1.33943  0.13
H -0.88328 -2.91542 0.52701  0.08
O 2.67111 2.22759 -0.10309  0.01
C 2.32999 1.52818 0.81207  -0.55
O 1.16585 1.50328 1.34193  -0.25
H 3.07911 0.80588 1.31760  0.11
F -0.60745 -2.67496 -1.70120  0.16
B -1.91228 -2.89650 -2.03864  -1.30
F -2.75048 -2.53110 -0.93333  0.07
F -2.24921 -4.20923 -2.25530  0.13
F -2.28400 -2.10461 -3.18730  0.06
C 0.25542 -4.47861 -4.54432  -0.04
C 1.25324 -4.79315 -3.45040  -0.27
C 0.71956 -5.03168 -2.14576  -0.02
C 1.56201 -5.11197 -1.03550  -0.04
C 2.92202 -4.81076 -1.22441  -0.26
C 3.44121 -4.68676 -2.54270  -0.06
C 2.60441 -4.71916 -3.67755  -0.06
S 4.07264 -4.75470 0.16468  0.63
O 4.01337 -6.06960 0.76042  -0.30
O 5.27575 -4.16865 -0.34697  -0.31
N 3.51953 -3.62485 1.21121  -0.14
C 2.87683 -3.84273 2.49739  -0.20
C 3.05581 -2.59903 3.42696  -0.07
C 2.68767 -1.28118 2.70189  -0.54
O 3.51622 -0.75368 1.96734  0.02
O 1.45385 -0.85924 2.97700  -0.21
H -0.51339 -5.21266 -4.40594  0.07
H 0.73767 -4.53544 -5.53438  0.08
H -0.12116 -3.43862 -4.39540  0.09
H -0.36978 -5.09330 -2.05709  0.10
H 1.13878 -5.23742 -0.04348  0.11
H 4.51778 -4.44637 -2.75518  0.12
H 3.01898 -4.56083 -4.65966  0.10
H 3.95262 -2.71413 1.02172  0.11
H 3.33891 -4.70479 2.98625  0.11
H 1.80540 -4.14660 2.35889  0.12
H 4.06543 -2.51638 3.72462  0.10
H 2.47002 -2.77629 4.33015  0.11

Multiplicity: 4
Net charge: -1
HOMO-LUMO gap (alpha / beta) (eV): 5.793 / 4.633

2.
ORCA calculation (ωB97M-V with the def2-TZVPD basis set) on a molecular structure, C39H34Br2N8O2SeSn.

Each line ends with the Löwdin charge.
Positions of all 87 atoms, in Å:
Sn 1.28848 0.47890 -0.44325  1.06
C 5.19982 -0.35237 -1.46602  -0.09
C 4.43038 0.61398 -0.61041  -0.35
C 4.01876 1.84336 -1.12181  -0.13
C 3.37207 2.77032 -0.31577  -0.16
C 3.12821 2.48325 1.01732  -0.14
C 3.50864 1.25155 1.53340  -0.14
C 4.15253 0.32460 0.72715  -0.10
H 4.94799 -1.38058 -1.21125  0.04
H 6.27703 -0.20731 -1.33179  0.07
H 4.96286 -0.21492 -2.52093  0.07
H 4.23211 2.08372 -2.15740  0.11
H 3.06474 3.72632 -0.72151  0.11
H 2.64059 3.20963 1.65390  0.11
H 3.31380 1.02469 2.57200  0.10
H 4.48157 -0.62084 1.14110  0.12
Br -7.29975 0.54362 -1.38835  0.71
C -6.22707 1.52074 -2.61103  -0.69
C -6.48935 2.86405 -2.81634  -0.13
C -5.70442 3.57935 -3.70860  -0.05
C -4.66451 2.95229 -4.37527  -0.28
C -4.42752 1.59863 -4.18258  -0.02
C -5.20077 0.87913 -3.28478  -0.10
N -3.90341 3.72743 -5.33498  0.06
N -2.75886 4.09476 -5.04008  0.06
C -2.16559 3.60394 -3.81143  -0.28
C -2.48853 4.09731 -2.57733  -0.06
C -1.92027 3.61368 -1.38977  -0.01
C -0.96156 2.59196 -1.41367  -0.38
O -0.41631 2.05957 -0.40411  -0.22
C -0.57280 2.11323 -2.76309  -0.14
N 0.38776 1.16954 -2.75629  0.02
C 0.79780 0.68352 -3.89920  -0.16
C 0.26642 1.10232 -5.13718  -0.06
C -0.70961 2.05578 -5.16084  -0.03
C -1.16300 2.61013 -3.94102  -0.12
H -7.29239 3.35301 -2.28217  0.09
H -5.89187 4.63195 -3.88081  0.11
H -3.61340 1.11060 -4.70325  0.12
H -4.98772 -0.16486 -3.10161  0.11
H -3.23121 4.88644 -2.51211  0.11
H -2.23040 4.01730 -0.43512  0.10
H 1.57387 -0.07635 -3.84341  0.04
H 0.63732 0.66238 -6.05526  0.09
H -1.13295 2.39351 -6.09975  0.10
Br -0.99943 -1.33972 -0.75492  -0.05
O 1.27785 -1.57061 0.31950  -0.90
C 1.85088 -2.90343 -5.08265  -0.06
N 2.41375 -3.85286 -4.15867  -0.15
C 2.85375 -5.13290 -4.43944  -0.08
C 3.29228 -5.66544 -3.27994  -0.08
N 3.11663 -4.71420 -2.29514  -0.15
C 3.42747 -4.84709 -0.89004  -0.05
C 2.57673 -3.57537 -2.82501  -0.63
Se 2.11437 -2.06905 -1.86010  0.75
H 1.81904 -3.35109 -6.07608  0.08
H 2.46382 -1.99924 -5.10740  0.08
H 0.84257 -2.62521 -4.77130  0.09
H 2.82027 -5.57233 -5.42082  0.10
H 3.70064 -6.64231 -3.09117  0.10
H 3.83581 -5.84323 -0.71604  0.08
H 2.52653 -4.70029 -0.29297  0.09
H 4.15542 -4.09314 -0.59082  0.08
N -0.29898 -1.11480 6.95697  0.13
C -1.04308 -1.13848 8.10838  -0.22
C -0.79547 -1.62399 9.37552  -0.07
C -1.80875 -1.47502 10.33910  -0.17
C -3.01004 -0.85905 10.01109  -0.16
C -3.25861 -0.36823 8.72704  -0.06
C -2.26790 -0.50269 7.74785  -0.28
N -2.25883 -0.11786 6.44783  0.13
C -1.05582 -0.48769 5.95121  -0.29
C -0.57089 -0.30194 4.64691  -0.19
C 0.72644 -0.72904 4.22716  -0.05
C 1.13966 -0.51108 2.93681  -0.21
N 0.41419 0.09386 1.98980  -0.06
C -0.81923 0.49712 2.37151  -0.17
C -1.34239 0.33240 3.62837  -0.03
H 0.62625 -1.48047 6.84423  0.12
H 0.14433 -2.10418 9.62585  0.09
H -1.64986 -1.84464 11.34571  0.07
H -3.77561 -0.75715 10.77342  0.08
H -4.19859 0.11022 8.48062  0.09
H 1.40904 -1.23519 4.90160  0.07
H 2.11629 -0.85844 2.61563  0.08
H -1.39958 0.98060 1.59421  0.08
H -2.34043 0.68395 3.85089  0.09

Net charge: -2
HOMO-LUMO gap (alpha / beta) (eV): 3.076 / 5.319

Calculated values (Eh) of calculated total energy for the records, taken in order: -3340.498299; -9858.779940.